# 1
ORCA calculation (ωB97M-V/def2-TZVPD) on a molecular structure, C3HO3Y in a non-equilibrium geometry.

Last column: Löwdin spin population.
Positions of all 8 atoms, in Å:
C 0.6774 0.9705 5.2757  -0.001
C 0.1287 0.5412 4.2646  0.023
O 1.2629 1.6243 6.2483  0.000
H 1.7250 1.0320 6.8558  0.000
O 1.1566 1.7340 1.9881  0.002
C 0.4206 1.1331 1.2216  0.003
O -0.5094 0.4034 1.2317  0.036
Y -1.8511 -1.2140 3.2892  0.938

As for the spin multiplicity: 2. The value obtained for the energy above the lowest of the compared OMol25 structures with the same formula, charge and spin is 0.00 kJ/mol. The net charge is +1. The electronic energy is -378.47623 hartree. The calculation puts the HOMO-LUMO gap (spin up / spin down) at 6.23 / 5.82 eV. Its expectation value of S² is 0.75.

---

# 2
ORCA calculation (ωB97M-V/def2-TZVPD) on 2 unconnected molecules or ions with the total composition C3I4 in a non-equilibrium geometry.

Last column: Mulliken charge in e.
Positions of all 7 atoms, in Å:
I 1.2212 -2.5183 0.3818  0.201
C 1.0781 -0.5788 -0.3210  0.063
C 0.5242 0.4245 -1.2311  -0.647
C 1.5003 0.6750 -0.2105  0.136
I 2.5858 2.0559 0.6212  0.252
I -2.8695 -1.2602 0.5391  0.012
I -4.0402 1.2019 0.2204  -0.016

The value obtained for the energy above the lowest of the compared OMol25 structures with the same formula, charge and spin is 104.60 kJ/mol. The electronic energy is -1304.94747 hartree. The calculation puts the HOMO-LUMO gap at 7.26 eV. The SMILES is IC1=C=C1I.II.

---

# 3
ORCA calculation (ωB97M-V/def2-TZVPD) on a single C3N2O2S molecule in a non-equilibrium geometry.

Last column: Mulliken charge in e.
Positions of all 8 atoms, in Å:
O 2.6588 1.4696 0.4855  -0.345
C 1.5644 1.3303 0.1586  0.577
N 0.3998 1.4626 -0.1295  -0.290
C -0.7471 0.7314 -0.2248  0.308
S -2.2567 1.4605 -0.2483  -0.213
N -0.4800 -0.6538 -0.2533  -0.289
C -0.8214 -1.8218 -0.1668  0.632
O -1.1167 -2.9307 -0.1088  -0.380

The value obtained for the energy above the lowest of the compared OMol25 structures with the same formula, charge and spin is 7.04 kJ/mol. The electronic energy is -772.48982 hartree. The calculation puts the HOMO-LUMO gap (spin up / spin down) at 8.37 / 8.37 eV. The SMILES is O=C=NC(=S)N=C=O.

---

# 4
ORCA calculation (ωB97M-V/def2-TZVPD) on a single C3N2O3 molecule in a non-equilibrium geometry.

Last column: Mulliken charge in e.
Positions of all 8 atoms, in Å:
O -2.5517 -1.3335 -0.0324  -0.513
C -1.3488 -0.9799 0.0309  0.627
N -0.2539 -0.5989 0.3207  -0.333
C 1.0437 -0.5157 -0.0110  0.660
O 1.6560 -1.5102 -0.0625  -0.454
N 1.1591 0.7181 -0.2383  -0.237
C 0.4787 1.6301 -0.0098  0.610
O -0.1832 2.5901 0.0024  -0.359

The value obtained for the energy above the lowest of the compared OMol25 structures with the same formula, charge and spin is 174.56 kJ/mol. The electronic energy is -449.50215 hartree. The calculation puts the HOMO-LUMO gap at 11.01 eV. The SMILES is O=C=NC(=O)N=C=O.

---

electronic energy of number 4 (C3N2O3)? -449.50215 hartree

---

The lowest electronic energy belongs to which entry? C3I4